[1]
# C59H69FO25

A 6-piece molecular cluster, C59H69FO25 overall in a non-equilibrium geometry (ωB97M-V/def2-TZVPD, OMol25).

Structure (ORCA input):
```
! wB97M-V def2-TZVPD RIJCOSX def2/J DEFGRID3
* xyz 0 1
C 7.01 -1.64 -2.62
C 7.26 -2.02 -1.13
C 7.10 -0.74 -0.31
F 7.59 -0.88 0.97
C 5.61 -0.25 -0.30
O 5.37 0.80 -1.17
C 5.95 2.05 -0.78
C 4.92 2.99 -0.14
C 3.91 3.39 -1.27
C 5.54 4.29 0.42
C 6.64 4.03 1.49
C 6.15 5.16 -0.70
O 5.12 0.04 1.02
C 4.61 -1.08 1.65
O 5.20 -1.59 2.58
C 3.26 -1.64 1.20
C 2.11 -1.19 2.13
O 1.03 -2.10 2.12
C 0.20 -1.92 0.98
C -1.24 -2.36 1.28
O -1.85 -2.70 0.02
C -3.01 -2.00 -0.22
C -3.01 -0.70 -0.67
C -4.19 -0.04 -0.91
C -5.41 -0.66 -0.70
C -6.70 0.15 -0.95
C -7.90 -0.85 -0.93
C -6.69 0.79 -2.34
C -6.88 1.10 0.30
C -7.07 2.62 0.08
C -7.21 3.23 1.51
C -8.40 3.00 -0.65
C -5.84 3.35 -0.52
C -5.39 -1.97 -0.26
C -4.21 -2.64 -0.02
H 7.32 -2.43 -3.30
H 5.94 -1.44 -2.73
H 7.53 -0.70 -2.85
H 8.31 -2.31 -1.04
H 6.58 -2.81 -0.78
H 7.68 0.03 -0.84
H 5.01 -1.10 -0.67
H 6.37 2.48 -1.69
H 6.79 1.94 -0.07
H 4.38 2.43 0.64
H 4.45 3.52 -2.21
H 3.41 4.30 -0.94
H 3.20 2.55 -1.36
H 4.74 4.85 0.92
H 7.63 4.06 1.02
H 6.51 3.10 2.05
H 6.63 4.88 2.18
H 6.67 4.54 -1.44
H 5.37 5.71 -1.25
H 6.89 5.86 -0.30
H 3.04 -1.32 0.18
H 3.31 -2.73 1.26
H 2.46 -1.11 3.16
H 1.79 -0.20 1.79
H 0.58 -2.57 0.18
H 0.15 -0.87 0.66
H -1.78 -1.54 1.78
H -1.25 -3.22 1.95
H -2.04 -0.22 -0.80
H -4.12 0.99 -1.23
H -8.80 -0.40 -1.37
H -8.06 -1.23 0.08
H -7.61 -1.68 -1.58
H -7.62 1.31 -2.60
H -5.83 1.44 -2.53
H -6.59 -0.02 -3.07
H -7.75 0.76 0.87
H -6.02 0.97 0.97
H -6.23 3.09 1.99
H -7.94 2.68 2.12
H -7.38 4.31 1.47
H -8.87 2.13 -1.11
H -9.12 3.33 0.11
H -8.28 3.83 -1.34
H -5.77 4.38 -0.17
H -5.96 3.41 -1.61
H -4.93 2.77 -0.34
H -6.30 -2.52 -0.06
H -4.25 -3.66 0.36
C 11.48 -4.27 -1.27
C 12.70 -3.87 -1.65
C 13.06 -3.67 -3.09
O 14.18 -3.29 -3.37
C 12.04 -3.95 -4.10
C 10.82 -4.35 -3.72
C 10.45 -4.52 -2.28
O 9.32 -4.87 -2.00
O 9.85 -4.62 -4.60
O 13.67 -3.63 -0.77
H 11.21 -4.41 -0.24
H 12.31 -3.82 -5.13
H 9.08 -4.88 -4.07
H 14.44 -3.36 -1.30
C -1.06 0.90 -2.70
C -1.60 0.59 -3.89
C -0.77 0.08 -5.03
O -1.32 -0.20 -6.07
C 0.67 -0.05 -4.82
C 1.21 0.26 -3.64
C 0.37 0.74 -2.49
O 0.92 0.99 -1.43
O 2.52 0.16 -3.41
O -2.91 0.72 -4.13
H -1.65 1.26 -1.87
H 1.26 -0.40 -5.65
H 2.66 0.44 -2.48
H -3.04 0.43 -5.05
C -2.04 -7.27 3.04
C -2.07 -8.32 2.20
C -1.03 -8.51 1.14
O -1.11 -9.49 0.42
C 0.02 -7.51 1.01
C 0.05 -6.47 1.85
C -0.97 -6.29 2.93
O -0.87 -5.32 3.66
O 1.00 -5.52 1.77
O -3.02 -9.25 2.26
H -2.78 -7.13 3.81
H 0.76 -7.65 0.23
H 0.80 -4.88 2.48
H -2.82 -9.89 1.55
C 4.31 3.88 5.08
C 3.25 4.64 5.39
C 1.94 4.48 4.67
O 1.01 5.19 5.01
C 1.86 3.50 3.60
C 2.92 2.75 3.29
C 4.22 2.88 4.03
O 5.14 2.15 3.72
O 2.88 1.83 2.32
O 3.29 5.56 6.34
H 5.26 3.97 5.60
H 0.91 3.41 3.08
H 3.78 1.43 2.30
H 2.40 5.96 6.36
C -13.71 2.58 2.30
C -12.72 2.17 1.50
C -12.56 2.71 0.11
O -11.63 2.31 -0.57
C -13.53 3.68 -0.37
C -14.53 4.09 0.43
C -14.67 3.57 1.83
O -15.58 3.99 2.52
O -15.44 4.98 0.04
O -11.82 1.27 1.88
H -13.83 2.20 3.31
H -13.42 4.05 -1.38
H -16.04 5.10 0.80
H -11.22 1.16 1.12
*
```

Values from the calculation:
Kohn-Sham gap, eV: 7.333
HOMO, Ha: -0.3294
SMILES string: CC[C@H](F)[C@H](OC[C@H](C)C(C)C)OC(=O)CCOCCOc1ccc(C(C)(C)CC(C)(C)C)cc1.O=C1C=C(O)C(=O)C=C1O.O=C1C=C(O)C(=O)C=C1O.O=C1C=C(O)C(=O)C=C1O.O=C1C=C(O)C(=O)C=C1O.O=C1C=C(O)C(=O)C=C1O

Here are the Mulliken charges for atoms 1 to 6, given in e:
1. C -1.0298
2. C -0.4497
3. C 0.2989
4. F -0.4055
5. C -0.5006
6. O -0.2112

[2]
# C59H75ClN8O5P

A 7-piece molecular cluster, C59H75ClN8O5P overall in a non-equilibrium geometry (ωB97M-V/def2-TZVPD, OMol25).

Structure (ORCA input):
```
! wB97M-V def2-TZVPD RIJCOSX def2/J DEFGRID3
* xyz -1 1
C 3.89 3.50 -0.11
C 3.61 2.28 -1.03
N 2.41 1.52 -0.57
C 2.81 0.28 0.04
C 2.96 0.13 1.43
C 2.67 1.32 2.33
C 1.27 1.97 2.17
C 0.34 1.76 3.39
C -0.76 2.85 3.34
C -1.61 2.78 2.06
C -2.80 1.78 2.12
C -3.02 1.10 0.75
C -2.55 -0.38 0.69
C -3.71 -1.39 0.63
C -4.65 -1.33 1.88
C -4.32 -2.43 2.92
O -4.11 -1.92 4.24
C -2.74 -1.64 4.46
C 3.38 -1.10 1.96
P 3.57 -1.12 3.80
C 3.35 -2.81 4.53
C 5.37 -0.66 4.10
C 6.30 -0.81 2.87
C 3.65 -2.15 1.07
C 4.15 -3.51 1.54
C 3.01 -4.54 1.86
C 1.60 -3.96 1.81
Cl 0.51 -5.06 2.78
C 3.46 -2.00 -0.26
C 3.04 -0.78 -0.80
C 2.94 -0.93 -2.32
O 2.79 -0.14 -3.21
N 3.07 -2.35 -2.51
C 1.67 -2.80 -2.80
O 0.73 -2.00 -2.57
O 1.53 -3.95 -3.21
C 3.67 -2.98 -1.40
O 4.19 -4.08 -1.42
H 3.12 3.57 0.67
H 3.85 4.44 -0.66
H 4.88 3.40 0.34
H 4.46 1.59 -1.03
H 3.42 2.61 -2.05
H 1.81 1.29 -1.35
H 2.80 1.11 3.39
H 3.43 2.07 2.08
H 0.77 1.61 1.27
H 1.43 3.05 2.09
H -0.10 0.76 3.45
H 0.90 1.95 4.32
H -0.25 3.82 3.34
H -1.45 2.78 4.19
H -1.04 2.57 1.15
H -2.04 3.78 1.92
H -3.71 2.38 2.31
H -2.65 1.07 2.94
H -4.09 1.11 0.49
H -2.51 1.66 -0.05
H -2.00 -0.59 1.61
H -1.92 -0.57 -0.19
H -3.26 -2.40 0.65
H -4.28 -1.32 -0.30
H -5.67 -1.52 1.53
H -4.54 -0.34 2.34
H -5.17 -3.12 2.99
H -3.45 -3.03 2.64
H -2.41 -0.89 3.72
H -2.11 -2.53 4.29
H -2.58 -1.21 5.45
H 2.41 -3.29 4.27
H 3.34 -2.67 5.62
H 4.20 -3.48 4.34
H 5.76 -1.13 5.01
H 5.33 0.42 4.32
H 6.29 -1.85 2.52
H 5.95 -0.14 2.08
H 7.31 -0.50 3.16
H 4.71 -3.93 0.71
H 4.86 -3.45 2.37
H 3.23 -4.98 2.83
H 3.06 -5.37 1.15
H 1.18 -3.90 0.80
H 1.51 -3.00 2.31
N -2.15 5.31 -0.07
C -2.80 5.59 -1.19
C -2.17 6.03 -2.35
C -0.79 6.19 -2.32
C -0.11 5.91 -1.16
C -0.83 5.47 -0.06
H -3.87 5.44 -1.16
H -2.74 6.23 -3.25
H -0.25 6.52 -3.20
H 0.97 6.02 -1.10
H -0.32 5.23 0.87
N 3.65 5.64 3.28
C 4.98 5.58 3.39
C 5.83 6.62 3.07
C 5.28 7.80 2.60
C 3.90 7.89 2.48
C 3.14 6.79 2.84
H 5.37 4.63 3.75
H 6.90 6.51 3.18
H 5.91 8.64 2.34
H 3.43 8.79 2.13
H 2.06 6.81 2.76
N 0.14 2.35 -3.62
C -0.12 1.04 -3.72
C -1.26 0.53 -4.32
C -2.19 1.41 -4.83
C -1.95 2.77 -4.72
C -0.78 3.18 -4.12
H 0.63 0.37 -3.31
H -1.41 -0.54 -4.39
H -3.10 1.05 -5.30
H -2.66 3.50 -5.10
H -0.54 4.24 -4.01
N 4.08 -9.02 -1.98
C 4.06 -7.68 -2.07
C 3.12 -6.97 -2.80
C 2.15 -7.68 -3.48
C 2.15 -9.07 -3.40
C 3.13 -9.68 -2.64
H 4.84 -7.17 -1.52
H 3.15 -5.89 -2.83
H 1.39 -7.16 -4.06
H 1.40 -9.66 -3.92
H 3.17 -10.76 -2.55
N -4.18 -0.69 -7.23
C -3.41 0.08 -7.98
C -2.38 -0.40 -8.78
C -2.13 -1.76 -8.78
C -2.93 -2.59 -8.00
C -3.93 -2.00 -7.25
H -3.63 1.14 -7.94
H -1.78 0.28 -9.37
H -1.34 -2.18 -9.38
H -2.77 -3.66 -7.97
H -4.58 -2.61 -6.62
N -8.41 -0.29 1.50
C -9.23 0.18 2.43
C -10.47 -0.37 2.73
C -10.89 -1.47 2.01
C -10.05 -1.99 1.03
C -8.83 -1.36 0.81
H -8.87 1.05 2.97
H -11.09 0.06 3.50
H -11.85 -1.93 2.21
H -10.34 -2.85 0.44
H -8.14 -1.73 0.06
*
```

Values from the calculation:
Kohn-Sham gap, eV: 7.712
HOMO, Ha: -0.2088

Here are the Mulliken charges for atoms 1 to 6, given in e:
1. C -0.6430
2. C -0.4370
3. N 0.3964
4. C -1.2481
5. C -0.6197
6. C -1.3005